Entry 1:
Here is an isolated ion of composition C7H11N4 and charge +1 in a non-equilibrium geometry from the OMol25 dataset. Energies are from ωB97M-V/def2-TZVPD.

The lowest unoccupied orbital energy is -5.896 eV. As for the energy above the lowest of the compared OMol25 structures with the same formula, charge and spin: 201.9 kcal/mol. The HOMO-LUMO gap is 8.23 eV. The value obtained for the max |F| is 0.1020 Eh/bohr. The highest occupied orbital energy is -14.12 eV.

The geometry in ORCA input format:
```
! wB97M-V def2-TZVPD RIJCOSX def2/J DEFGRID3
* xyz 1 1
C -3.00574 -1.02991 0.32410
C -3.50485 -2.22158 0.21004
C -0.11636 -0.26924 0.29439
C -2.57848 0.22733 0.10703
C 1.53720 0.15415 -1.28789
C 2.41658 -0.54940 0.93827
C 1.24673 0.23368 0.23691
N -1.81601 2.54871 -0.61312
N -0.80073 1.91452 -0.30146
N -1.10443 0.60679 -0.10558
N -0.41672 -1.50087 0.59327
H -3.26780 1.16773 0.05317
H 2.53858 -0.10477 -1.38626
H 1.39599 1.17225 -1.78981
H 0.93590 -0.38405 -1.92314
H 2.77117 -1.38115 0.29422
H 3.26931 0.02817 1.31858
H 1.97637 -1.00545 1.77914
H 1.13235 1.13544 0.74491
H -1.55307 3.51593 -0.75606
H 0.20777 -2.25441 0.77959
H -1.26375 -2.00388 0.48971
*
```

Computed natural (NBO) charges, given in elementary charges:
1. C -0.516
2. C 0.249
3. C 0.634
4. C 0.142
5. C -0.602
6. C -0.604
7. C -0.308
8. N -0.315
9. N 0.053
10. N -0.287
11. N -0.689
12. H 0.309
13. H 0.240
14. H 0.241
15. H 0.231
16. H 0.223
17. H 0.263
18. H 0.210
19. H 0.259
20. H 0.372
21. H 0.440
22. H 0.456

---

Entry 2:
Here is CH7N2Si as an isolated structure in a non-equilibrium geometry from the OMol25 dataset. Energies are from ωB97M-V/def2-TZVPD.

The lowest unoccupied orbital energy is -5.314 eV. As for the energy above the lowest of the compared OMol25 structures with the same formula, charge and spin: 78.6 kcal/mol. The HOMO-LUMO gap is 9.14 eV. The value obtained for the max |F| is 0.1608 Eh/bohr. The highest occupied orbital energy is -14.45 eV.

The geometry in ORCA input format:
```
! wB97M-V def2-TZVPD RIJCOSX def2/J DEFGRID3
* xyz 1 1
C -0.79693 -0.16350 0.88194
N -1.97622 0.11689 1.26984
N 0.04913 0.42111 -0.66276
Si 1.69545 -0.24526 -1.01026
H -0.09232 -0.86020 1.10754
H -2.34622 -0.28592 2.10739
H -2.52742 0.86749 0.78795
H -0.47914 1.13158 -1.10380
H 2.61915 0.99474 -1.44955
H 2.41562 -0.72516 0.16625
H 1.43890 -1.25178 -2.09456
*
```

Computed natural (NBO) charges, given in elementary charges:
1. C 0.476
2. N -0.656
3. N -0.995
4. Si 1.001
5. H 0.224
6. H 0.456
7. H 0.464
8. H 0.407
9. H -0.108
10. H -0.140
11. H -0.129

---

Q: The lowest max |F| belongs to which entry?
A: C7H11N4